Record 1
Computed, not measured: C5H6N2O in the gas phase, with ωB97M-V/def2-TZVPD.

Geometry as XYZ:
```
14
Properties=species:S:1:pos:R:3:forces:R:3
H -3.147434 0.325488 0.398696 0.96 0.46 -0.43
H 2.954012 1.079610 -0.378432 -2.16 -2.05 0.82
C 2.100973 0.275978 -0.143334 3.75 4.34 -1.36
H -2.157561 1.095871 -0.651530 -0.27 6.56 -9.83
H 3.027706 -1.362120 0.276241 6.46 -4.36 1.49
C -1.365488 -0.556606 -0.025845 -0.23 -6.02 -2.26
C -2.103550 0.676892 0.137112 -2.69 -7.50 8.84
N 0.921229 -1.469012 0.125165 1.97 -8.23 1.62
C 0.144800 -0.554471 -0.022924 -5.55 4.47 -0.65
H -1.742023 1.025414 1.016394 1.15 2.64 2.24
N 0.812613 0.596625 -0.226512 -2.35 4.37 -0.21
O -1.943291 -1.650592 -0.305301 1.71 3.33 1.17
H 0.331017 1.562924 -0.276989 1.60 -2.34 -0.02
C 2.166996 -1.045999 0.077261 -4.36 4.34 -1.44
```
Forces are in eV/Å.

Summary:
SMILES string = CC(=O)c1ncc[nH]1
relative energy (zero: lowest compared OMol25 entry of this formula, charge and spin) = 290.7 kJ/mol
E_HOMO = -9.261 eV
E_LUMO = 0.56 eV



Record 2
Computed, not measured: C5H6N2O in the gas phase, with ωB97M-V/def2-TZVPD.

Geometry as XYZ:
```
14
Properties=species:S:1:pos:R:3:forces:R:3
C -0.479741 0.660742 -1.219757 0.71 -0.21 -2.47
H 1.407890 0.069799 -2.038476 -1.16 -1.49 1.63
C 1.104331 -0.728086 0.128666 2.03 0.08 4.03
H -2.586793 1.757092 -0.019325 -0.06 0.37 -0.28
C 0.651326 -0.414837 -1.275656 1.72 3.94 -0.36
H 1.962726 -0.081574 0.603463 -0.79 -1.22 -1.65
C -1.013806 0.728086 0.125236 0.80 -0.82 4.41
C 0.068475 -0.229361 1.119510 -3.77 1.79 -1.16
N -1.993777 1.318259 0.680385 0.81 -0.87 -0.84
O -0.773160 1.342877 -2.192377 0.09 -0.76 1.46
H 0.261875 -1.296383 -1.600483 -1.21 -2.35 -1.77
H 1.324423 -1.816109 0.457069 -0.10 1.60 -1.19
N -0.252846 -0.341786 2.345611 0.34 0.33 -1.97
H 0.319075 -0.968718 2.886134 0.59 -0.39 0.16
```
Forces are in eV/Å.

Summary:
SMILES string = [H]/N=C1\C(=O)CC\C1=N/[H]
relative energy (zero: lowest compared OMol25 entry of this formula, charge and spin) = 216.4 kJ/mol
E_HOMO = -9.297 eV
E_LUMO = -0.82 eV



Record 3
Computed, not measured: C5H6N2O in the gas phase, with ωB97M-V/def2-TZVPD.

Geometry as XYZ:
```
14
Properties=species:S:1:pos:R:3:forces:R:3
C 0.266767 -0.310082 -0.365919 -0.16 -0.56 2.05
H 2.240577 -0.489438 -0.070597 0.40 -2.15 -0.18
H -1.027277 1.872465 0.104094 -3.81 -0.70 -0.12
C -1.049798 -0.980778 -0.164096 -0.53 -4.56 0.64
H -0.040769 3.131978 0.213199 1.38 -3.24 -0.71
N -3.428425 0.303568 -0.049480 -0.95 0.40 0.11
H 1.466379 -1.806540 1.024444 -0.41 1.40 -1.34
C -2.478016 -0.327370 -0.088422 3.66 -0.53 -0.45
H 1.505579 -2.189767 -0.626134 0.45 -0.11 -1.23
C 0.616886 1.050410 -0.152616 3.58 -4.80 0.66
H 1.643333 1.276464 0.181819 0.01 -0.57 -1.05
O -1.078531 -2.276834 0.033333 -0.03 5.58 -0.89
C 1.470571 -1.313141 -0.025611 -0.89 2.41 1.68
N -0.107272 2.059063 -0.014020 -2.68 7.44 0.82
```
Forces are in eV/Å.

Summary:
SMILES string = C/C(=C/N)C(=O)C#N
relative energy (zero: lowest compared OMol25 entry of this formula, charge and spin) = 301.5 kJ/mol
E_HOMO = -8.842 eV
E_LUMO = -0.37 eV



Record 4
Computed, not measured: C5H6N2O in the gas phase, with ωB97M-V/def2-TZVPD.

Geometry as XYZ:
```
14
Properties=species:S:1:pos:R:3:forces:R:3
N -1.218639 -1.166945 -0.031487 4.64 -0.36 -0.92
H 1.451635 -1.812593 0.451539 0.13 1.26 -0.22
H -0.482792 2.794276 0.492044 1.44 -2.46 -1.71
O 0.055730 2.044121 -0.008151 -1.70 3.15 1.32
C 2.439714 0.035350 -0.184254 0.42 0.17 1.49
C -2.275853 -0.407157 -0.097376 -3.01 -0.71 1.30
C 1.363191 -0.753875 0.084136 -0.66 0.61 -0.66
H 2.293477 1.115991 -0.564823 0.39 -2.07 0.68
C -0.687286 0.926512 -0.118160 1.12 0.27 1.01
H -1.077213 -2.149768 -0.239109 -0.75 0.26 0.19
H -3.227855 -0.926874 0.078080 0.10 0.78 -0.53
C -0.055387 -0.290150 -0.106149 -0.88 -1.62 0.23
H 3.470118 -0.288277 0.276924 -2.02 0.68 -1.48
N -2.048839 0.879393 -0.033211 0.77 0.05 -0.70
```
Forces are in eV/Å.

Summary:
SMILES string = C=Cc1[nH]cnc1O
relative energy (zero: lowest compared OMol25 entry of this formula, charge and spin) = 111.8 kJ/mol
E_HOMO = -7.922 eV
E_LUMO = 0.89 eV



Number 1: electronic energy -10306.590 eV, orbital gap 9.8 eV. Number 2: electronic energy -10307.361 eV, orbital gap 8.5 eV. Number 3: electronic energy -10306.479 eV, orbital gap 8.5 eV. Number 4: electronic energy -10308.445 eV, orbital gap 8.8 eV.